Entry 1:
{"formula": "C4H9NS", "method": "the ωB97M-V functional and the def2-TZVPD basis", "fmax_ha_per_bohr": 0.1319, "lumo_energy_ev": 0.842, "relative_energy_kj_mol": 337.2, "smiles": "N[C@@H]1CC[C@@H]1S", "orbital_gap_ha": 0.3531, "elements": ["C", "C", "C", "C", "H", "H", "H", "H", "H", "H", "H", "H", "H", "N", "S"], "xyz": [[0.28056, 0.69931, 0.39580], [1.45685, -0.31067, 0.23425], [0.57154, -1.21810, -0.77304], [-0.58802, -0.59040, 0.25157], [-1.38916, 1.57336, -0.67626], [0.04108, 2.38903, -0.84323], [0.36421, 1.25064, 1.28705], [2.35675, -0.06603, -0.26411], [1.50756, -0.61301, 1.42567], [0.60682, -2.30152, -0.82593], [0.39528, -0.78598, -1.74326], [-0.33798, -1.38508, 1.05853], [-2.67062, 0.24386, 1.16299], [-0.26625, 1.45487, -0.59019], [-2.32861, -0.34030, -0.09984]]}

Entry 2:
{"formula": "C4H9NS", "method": "the ωB97M-V functional and the def2-TZVPD basis", "fmax_ha_per_bohr": 0.0593, "lumo_energy_ev": 0.094, "relative_energy_kj_mol": 199.7, "smiles": "CN(C)CC=S", "orbital_gap_ha": 0.3215, "elements": ["C", "C", "C", "C", "H", "H", "H", "H", "H", "H", "H", "H", "H", "N", "S"], "xyz": [[0.41069, 1.47110, 0.04713], [1.59536, -0.69551, 0.06480], [-0.72531, -0.69350, 0.14245], [-1.95428, -0.27604, -0.51163], [1.33535, 1.98311, -0.13367], [-0.00232, 1.55456, 1.04860], [-0.24546, 1.91412, -0.60753], [1.73324, -0.42717, 1.14247], [2.53202, -0.38326, -0.54529], [1.54851, -1.79953, 0.07407], [-0.76491, -1.80752, -0.03787], [-0.80898, -0.63173, 1.23097], [-1.75731, -0.25923, -1.59803], [0.45189, -0.00713, -0.41418], [-3.34850, 0.05773, 0.09770]]}

Entry 3:
{"formula": "C4H9NS", "method": "the ωB97M-V functional and the def2-TZVPD basis", "fmax_ha_per_bohr": 0.1469, "lumo_energy_ev": -0.547, "relative_energy_kj_mol": 437.9, "smiles": "CCNCC=S", "orbital_gap_ha": 0.2987, "elements": ["C", "C", "C", "C", "H", "H", "H", "H", "H", "H", "H", "H", "H", "N", "S"], "xyz": [[2.15881, -0.42434, -0.15905], [1.05136, 0.49302, -0.06398], [-1.43373, 0.41720, 0.10754], [-2.46326, -0.58290, 0.04904], [2.61216, -0.89656, -1.08750], [2.97256, 0.32789, 0.22837], [2.31016, -1.09340, 0.52559], [0.98867, 1.12737, 1.01095], [0.95620, 1.12917, -0.98158], [-0.03701, -0.58396, -0.77060], [-1.35737, 1.28694, -0.63925], [-1.59828, 0.70094, 1.17357], [-1.93924, -1.56671, 0.59653], [-0.13992, -0.30762, 0.14910], [-4.08109, -0.02703, -0.13873]]}

Entry 4:
{"formula": "C4H9NS", "method": "the ωB97M-V functional and the def2-TZVPD basis", "fmax_ha_per_bohr": 0.1611, "spin_multiplicity": 3, "lumo_energy_ev": [0.901, -2.249], "relative_energy_kj_mol": 277.8, "orbital_gap_ha": [0.2434, 0.2472], "elements": ["C", "C", "C", "C", "N", "S", "H", "H", "H", "H", "H", "H", "H", "H", "H"], "xyz": [[0.50433, 1.23272, 0.55242], [-0.17045, -1.15850, 0.91922], [0.26522, -0.42087, -1.43608], [-0.28423, 0.01617, -0.04095], [1.52075, 1.72582, 0.02291], [-1.96119, 0.66041, -0.05287], [0.21205, 1.55870, 1.67031], [-0.71178, -2.10444, 0.86226], [-0.30807, -0.93497, 2.07420], [0.89369, -1.29592, 0.87030], [-0.50648, -1.07687, -1.72810], [1.16027, -0.88241, -1.50416], [0.09808, 0.41992, -2.12871], [1.70638, 2.68798, 0.26301], [-2.41857, -0.42775, -0.34376]]}

Entry 5:
{"formula": "C4H9NS2", "method": "the ωB97M-V functional and the def2-TZVPD basis", "fmax_ha_per_bohr": 0.0864, "lumo_energy_ev": 0.600, "relative_energy_kj_mol": 264.3, "orbital_gap_ha": 0.3556, "elements": ["C", "C", "C", "C", "H", "H", "H", "H", "H", "H", "H", "H", "H", "N", "S", "S"], "xyz": [[-0.97327, -0.27371, -1.10061], [0.33715, 0.26356, -0.55165], [0.91346, 1.04150, 1.25441], [0.87830, -0.37288, 0.73354], [-0.81505, -1.67480, -3.24630], [-1.69828, -0.25078, -0.38737], [-1.26260, 0.44799, -1.85330], [1.26175, 0.32805, -1.25520], [-0.91151, 1.49543, 0.53523], [0.61069, 0.96440, 2.34334], [2.02725, 1.40743, 1.26005], [1.84746, -0.85399, 0.47958], [-1.40944, -0.67738, 1.70391], [0.05609, 1.57277, 0.14849], [-0.71390, -1.99061, -1.75844], [-0.14809, -1.42701, 1.69432]]}

Entry 6:
{"formula": "C4H9NS2", "method": "the ωB97M-V functional and the def2-TZVPD basis", "fmax_ha_per_bohr": 0.0435, "lumo_energy_ev": 0.728, "relative_energy_kj_mol": 123.3, "smiles": "C[C@]1(N)[C@H](S)[C@@H]1S", "orbital_gap_ha": 0.3414, "elements": ["C", "C", "C", "C", "H", "H", "H", "H", "H", "H", "H", "H", "H", "N", "S", "S"], "xyz": [[1.14215, -0.12270, 1.52792], [1.10930, -0.19078, 0.02276], [0.11659, 0.69175, -0.79671], [-0.07638, -0.79121, -0.71064], [1.69523, 0.78109, 1.88325], [1.69520, -1.01877, 1.92928], [0.15428, -0.17046, 1.92589], [2.88309, -1.15728, -0.10442], [2.47293, -0.47219, -1.49937], [0.60471, 1.07419, -1.72618], [-0.10042, 2.08374, 1.05587], [0.22688, -1.35844, -1.62252], [-2.25442, -0.43982, 0.20689], [2.46167, -0.31999, -0.52404], [-0.89009, 1.89556, -0.00789], [-1.50736, -1.55834, 0.09287]]}

Entry 7:
{"formula": "C4H9O", "method": "the ωB97M-V functional and the def2-TZVPD basis", "fmax_ha_per_bohr": 0.0281, "lumo_energy_ev": 4.289, "relative_energy_kj_mol": 131.8, "total_charge": -1, "orbital_gap_ha": 0.2415, "elements": ["C", "O", "H", "H", "H", "C", "C", "C", "H", "H", "H", "H", "H", "H"], "xyz": [[-1.11225, 2.13139, -0.04440], [-0.17265, 1.65402, -0.90378], [-0.99112, 1.63430, 0.95243], [-2.19090, 2.00650, -0.37502], [-1.08671, 3.24735, 0.01430], [1.29073, -0.41416, 0.43405], [0.66457, -1.77055, 0.50625], [-0.49202, -2.10809, -0.08832], [2.14531, -0.39388, -0.26161], [1.69645, -0.15234, 1.41854], [0.60282, 0.33789, -0.03926], [1.27326, -2.51476, 1.04542], [-1.12632, -2.84011, 0.40420], [-1.03565, -1.43523, -0.73892]]}

Entry 8:
{"formula": "C4H9O2", "method": "the ωB97M-V functional and the def2-TZVPD basis", "fmax_ha_per_bohr": 0.0395, "lumo_energy_ev": 3.709, "relative_energy_kj_mol": 329.6, "smiles": "[O-]CCCCO", "total_charge": -1, "orbital_gap_ha": 0.2150, "elements": ["C", "O", "C", "C", "C", "O", "H", "H", "H", "H", "H", "H", "H", "H", "H"], "xyz": [[-0.55410, 0.18016, 1.97682], [-1.00249, 0.97661, 2.99293], [0.09417, 0.65288, 0.55785], [-0.65338, 0.35464, -0.77176], [0.16123, -0.72162, -1.50226], [1.46846, -0.23555, -1.94275], [0.40167, -0.29527, 2.38441], [-1.40784, -0.50817, 1.65358], [0.42150, 1.68646, 0.66680], [1.02815, 0.09892, 0.50539], [-1.59765, -0.13436, -0.53923], [-0.72107, 1.15721, -1.52132], [-0.17232, -1.18734, -2.44092], [0.43466, -1.51545, -0.75847], [2.09902, -0.50914, -1.26108]]}